(1)
{"formula": "C40H33BiCl3GeN14O5S2", "method": "ωB97M-V/def2-TZVPD", "multiplicity": 2, "de_lowest_kcal_mol": 367.4, "lumo_ev": [-0.92, -0.92], "energy_ha": -7154.92008, "homo_energy_ha": [-0.2314, -0.2316], "s_squared": 0.76, "orbital_gap_ev": [5.38, 5.38], "symbols": ["Bi", "N", "C", "C", "C", "C", "C", "C", "N", "C", "C", "C", "S", "C", "N", "H", "H", "H", "H", "H", "H", "H", "C", "N", "C", "N", "C", "N", "C", "C", "C", "C", "C", "C", "C", "N", "N", "C", "O", "C", "C", "C", "C", "C", "C", "N", "C", "N", "C", "N", "C", "H", "H", "H", "H", "H", "H", "H", "H", "H", "H", "H", "H", "H", "H", "H", "H", "O", "S", "O", "N", "C", "O", "C", "C", "C", "C", "C", "C", "H", "H", "H", "H", "C", "N", "C", "C", "N", "H", "H", "H", "H", "H", "H", "O", "Cl", "Ge", "Cl", "Cl"], "xyz": [[-1.26626, -1.25537, -0.29724], [-3.30787, -3.46717, 3.00573], [-2.71473, -2.51054, 3.82195], [-2.74301, -2.29721, 5.21090], [-2.00970, -1.21785, 5.69613], [-1.27022, -0.37235, 4.84687], [-1.25236, -0.58760, 3.47338], [-2.00638, -1.70613, 2.94850], [-2.15311, -2.13566, 1.63549], [-2.93683, -3.18832, 1.73086], [-3.23536, -3.82082, 0.43580], [-3.98303, -4.90016, 0.08768], [-3.89889, -5.07228, -1.62372], [-2.87968, -3.69380, -1.70701], [-2.59881, -3.12060, -0.56853], [-3.90194, -4.22208, 3.30565], [-3.30352, -2.93781, 5.87875], [-2.00505, -1.02365, 6.76253], [-0.70801, 0.45436, 5.26192], [-0.66236, 0.07088, 2.78342], [-4.55472, -5.57578, 0.70258], [-2.49619, -3.32890, -2.65048], [4.11426, -2.58665, 1.50101], [2.68277, -2.33685, 1.52478], [1.84975, -2.10100, 0.50696], [0.61124, -1.94177, 0.96165], [0.77678, -2.14568, 2.30417], [2.01127, -2.38622, 2.69072], [4.87218, -1.66911, 0.57637], [5.84992, -2.18242, -0.27110], [6.56463, -1.34017, -1.11350], [6.30433, 0.02104, -1.12202], [5.33127, 0.55899, -0.28026], [4.64452, -0.29353, 0.58346], [5.00689, 1.97834, -0.36134], [5.58808, 2.93738, -1.00543], [4.77615, 4.04802, -0.87694], [3.76255, 3.68427, -0.16236], [3.84718, 2.38275, 0.23244], [2.52494, 4.39112, 0.15286], [2.19666, 5.54686, -0.55442], [0.97745, 6.17032, -0.35299], [0.06369, 5.64266, 0.54815], [0.36723, 4.49436, 1.27478], [-0.63932, 3.93507, 2.24782], [-1.00672, 2.54930, 2.00208], [-0.78963, 1.78120, 0.92264], [-1.25490, 0.56512, 1.12944], [-1.84007, 0.67204, 2.38052], [-1.70755, 1.86155, 2.95802], [1.61801, 3.89583, 1.09505], [4.24065, -3.63334, 1.21349], [4.48918, -2.46235, 2.51879], [2.16437, -2.03784, -0.52191], [-0.01595, -2.12307, 3.00732], [6.06613, -3.24601, -0.28535], [7.31976, -1.74802, -1.77494], [6.85165, 0.66348, -1.80339], [3.90002, 0.11764, 1.25948], [2.88616, 5.95066, -1.28801], [0.72948, 7.06249, -0.91603], [-0.89299, 6.13925, 0.67598], [-1.56683, 4.51257, 2.22184], [-0.23804, 3.98531, 3.26367], [-0.28876, 2.11791, 0.02891], [-2.39338, -0.16732, 2.87372], [1.87126, 3.00864, 1.66905], [1.26243, -2.77571, -6.15501], [1.88958, -2.71262, -4.85822], [3.24242, -3.18196, -4.67866], [0.89812, -3.31684, -3.69662], [0.48780, -2.38241, -2.89122], [-0.28228, -2.44307, -1.87275], [1.00690, -0.97735, -3.20360], [0.82696, 0.28258, -2.58657], [1.46083, 1.39081, -3.13472], [2.27196, 1.27858, -4.27244], [2.46915, 0.04498, -4.88345], [1.83385, -1.04445, -4.32819], [0.20478, 0.37960, -1.70086], [1.32307, 2.35989, -2.66816], [2.75291, 2.16281, -4.67500], [3.09600, -0.06416, -5.75911], [-6.36124, 0.87463, -1.94511], [-5.72061, 0.49426, -0.66977], [-6.32344, 1.20912, 0.46468], [-4.46016, 0.05584, -0.56990], [-3.35645, -0.32596, -0.48276], [-7.44629, 0.80955, -1.85000], [-6.05927, 0.20967, -2.74018], [-6.08391, 1.89613, -2.21769], [-7.40998, 1.13631, 0.42341], [-6.03265, 2.26312, 0.44572], [-5.99232, 0.77014, 1.40753], [0.52096, -0.39358, -0.52801], [-4.00185, -0.29223, -3.30937], [-1.95375, 0.12958, -2.68401], [-0.65282, -0.49786, -4.37005], [-1.74895, 2.29665, -2.38628]]}

---

(2)
{"formula": "C6H17N2", "method": "ωB97M-V/def2-TZVPD", "multiplicity": 2, "de_lowest_kcal_mol": 147.8, "lumo_ev": [-11.43, -12.03], "energy_ha": -347.39185, "homo_energy_ha": [-0.7228, -0.7261], "total_charge": 2, "s_squared": 0.75, "orbital_gap_ev": [8.23, 7.72], "symbols": ["C", "C", "C", "C", "C", "C", "N", "N", "H", "H", "H", "H", "H", "H", "H", "H", "H", "H", "H", "H", "H", "H", "H", "H", "H"], "xyz": [[-2.65624, -0.78220, -0.46622], [-1.89699, 0.48524, -0.13773], [-0.43138, 0.57429, -0.55219], [0.37559, -0.61830, -0.22194], [1.80506, -0.61360, -0.84763], [2.70151, 0.54733, -0.34014], [2.70218, 0.68837, 1.09368], [-1.92257, 0.83781, 1.32754], [-2.07136, -1.71329, -0.37296], [-3.43062, -0.86894, 0.31191], [-3.26870, -0.68123, -1.37015], [-2.41454, 1.37410, -0.57034], [-0.40130, 0.70522, -1.64243], [-0.06415, 1.43198, 0.04449], [-0.05139, -1.50585, -0.70524], [0.46509, -0.78763, 0.86939], [1.74495, -0.58787, -1.94034], [2.25236, -1.57023, -0.55579], [3.73712, 0.50940, -0.71513], [2.30861, 1.48633, -0.74298], [2.71380, 1.62310, 1.51539], [3.36091, 0.14352, 1.66375], [-1.34293, -1.07884, 1.29838], [-2.88129, 0.67942, 1.67030], [-1.33372, -0.27813, 1.38636]]}

---

What F_max values result from the calculations? In sequence: 0.1531, 0.0572 hartree/bohr.